a | 27
Properties=species:S:1:pos:R:3 method="wB97M-V/def2-TZVPD" multiplicity=2 charge=+1 lumo_energy_ha="-0.13776 / -0.25465"
C -0.03641 0.82616 3.25399
C 0.86908 -0.21089 1.02699
C 0.58980 0.84397 1.93609
C 1.64557 0.34823 -0.13083
C 1.10192 1.97052 1.25935
C 1.19055 -2.46500 0.13515
C 1.74357 -1.87539 -1.00489
C 0.87424 -1.61988 1.16454
C 2.02818 -0.48980 -1.14540
N 1.75900 1.69907 0.14960
H 1.07817 -3.53463 0.27841
H 2.08905 -2.61763 -1.70832
H 0.40277 -2.00830 2.06248
H 2.43946 0.03754 -1.98892
H -1.07232 1.22852 3.26227
H 0.49075 1.52757 3.94522
H 1.04669 2.91572 1.79146
H 2.12425 2.41059 -0.46768
H -0.06103 -0.15950 3.68522
C -1.94796 0.20982 -1.73658
C -3.13251 0.06261 -2.68928
H -2.00679 -0.31764 -0.79175
H -1.01725 -0.17128 -2.17883
H -1.76704 1.23889 -1.38621
H -3.09822 0.56244 -3.65952
H -4.04654 0.61266 -2.44687
H -3.28699 -1.02436 -2.61568


b | 27
Properties=species:S:1:pos:R:3 method="wB97M-V/def2-TZVPD" multiplicity=2 charge=+1 lumo_energy_ha="-0.14057 / -0.25602"
C 0.29749 3.56886 1.06818
C -1.10635 4.01563 0.60193
H 0.35377 2.49977 0.91109
H 1.08213 4.11258 0.53852
H 0.44621 3.80716 2.10878
H -1.34139 5.03222 0.91058
H -1.86631 3.34349 0.98829
H -1.12151 3.92150 -0.48292
C 0.37406 -4.13350 0.66035
C -0.61793 -0.81749 -0.69217
C 0.38532 -1.66155 -0.13546
C -0.23781 -2.86859 0.17270
C -1.60441 -2.72538 -0.18227
C -0.30017 0.38669 -1.23382
C 1.03964 0.85161 -1.16560
C 1.71645 -1.19035 -0.09088
C 2.02311 0.06594 -0.56855
N -1.84296 -1.49562 -0.60677
H -2.60416 -1.26856 -1.23388
H -0.97707 1.02041 -1.80080
H -2.38848 -3.47106 -0.14818
H 1.18180 1.84525 -1.55246
H 2.51268 -1.90535 0.08424
H 1.22332 -4.38539 0.02174
H -0.37912 -4.91306 0.64121
H 3.04388 0.40653 -0.50700
H 0.70780 -4.04177 1.69313


c | 27
Properties=species:S:1:pos:R:3 method="wB97M-V/def2-TZVPD" multiplicity=2 charge=+1 lumo_energy_ha="-0.12894 / -0.26858"
C 2.87646 -0.38816 -0.97694
C 2.63715 1.10348 -1.31920
H 2.51002 -1.05452 -1.80688
H 3.89605 -0.55982 -0.81465
H 2.30746 -0.65065 -0.09265
H 3.24852 1.70872 -0.64106
H 1.59700 1.10236 -1.19947
H 2.67242 1.46656 -2.35375
C -1.39135 2.34479 1.60626
C -2.39821 1.23384 -0.50811
C -1.65430 1.28793 0.63482
C -1.59432 -0.87445 -0.33530
C -1.06404 -0.07588 0.70248
C -1.19038 -2.20954 -0.57944
C -0.10320 -0.64743 1.51306
C -0.34645 -2.76745 0.37975
C 0.26216 -2.00212 1.38672
N -2.35218 0.00810 -1.16251
H -2.97181 2.16994 -0.83943
H -2.83618 -0.34217 -2.00879
H -2.38716 2.86130 1.97961
H -0.94066 3.27502 1.10879
H -1.61224 -2.79317 -1.34245
H 0.56519 -0.04523 2.25299
H -0.10617 -3.82339 0.05087
H 1.26381 -2.35488 1.83016
H -0.88759 2.02681 2.53510


Pick b: it beats the second-best structure by 0.875 eV.


a | 21
Properties=species:S:1:pos:R:3 method="wB97M-V/def2-TZVPD" charge=+1 lumo_energy_ha=-0.10626
C -2.10089 1.01731 -0.14365
O -2.70995 0.79690 -1.40199
C -0.81118 0.19057 -0.16959
C 0.01245 0.26329 1.09995
C 1.00812 -0.88423 1.25301
C 2.98596 -1.44116 0.12659
N 1.81978 -0.96202 0.01848
N -0.11312 0.54954 -1.46504
H -2.73882 0.72506 0.72221
H -1.73143 2.04719 0.00051
H -3.63950 1.01788 -1.28114
H -1.14829 -0.85161 -0.32021
H 0.54755 1.22793 1.17543
H -0.77578 0.19779 1.87837
H 1.66884 -0.76747 2.11912
H 0.46117 -1.83105 1.42017
H 3.56951 -1.56763 -0.80348
H 3.39560 -1.78006 1.06698
H 0.51243 1.35011 -1.26304
H 0.51505 -0.17604 -1.82293
H -0.72749 0.87769 -2.20976


b | 21
Properties=species:S:1:pos:R:3 method="wB97M-V/def2-TZVPD" charge=+1 lumo_energy_ha=-0.32431
O -1.52658 -0.44812 1.60485
C -1.57459 -0.29976 0.43029
N -2.00996 -0.33303 -0.72196
C -5.35314 -0.11408 -0.71926
C 1.80196 0.35452 0.06775
N 2.74883 1.16815 -0.53235
C 3.91251 0.52099 -0.92047
C 2.12782 -0.21943 1.53889
H -4.92289 -0.09010 -1.71650
H -6.12256 -0.86849 -0.64356
H -5.72606 0.81696 -0.29160
H -4.47263 -0.40439 -0.13886
H 0.81730 0.77862 0.19173
H -0.69708 -0.38179 -0.43892
H 1.71335 -0.58287 -0.50719
H 4.40650 1.03490 -1.74902
H 3.83513 -0.56339 -1.09654
H 4.63444 0.64340 -0.06358
H 3.06403 0.11831 1.97681
H 1.37983 0.16738 2.24183
H 1.96377 -1.29778 1.48767


Pick a: it beats the second-best structure by 7.110 eV.


a | 21
Properties=species:S:1:pos:R:3 method="wB97M-V/def2-TZVPD" charge=+1 lumo_energy_ha=-0.28413
C -3.71927 0.09453 -1.28477
O -2.62410 -0.65585 -0.87470
C -4.44731 0.87301 -0.16051
C -3.41938 1.66988 0.68081
C -2.24198 2.19915 -0.14310
C -1.09161 1.35497 -0.29629
N -0.33674 1.05484 -1.37773
N -2.58214 3.15750 -1.18904
H -3.45569 0.85859 -1.99110
H -4.40791 -0.55866 -1.81337
H -1.53219 0.07796 -0.95216
H -4.97880 0.18673 0.47115
H -5.19892 1.62066 -0.57778
H -3.93124 2.48109 1.21491
H -3.01238 0.95806 1.42071
H -0.66605 1.01463 0.67469
H 26.57418 -12.48632 5.81398
H -0.66556 1.50391 -2.29993
H -1.72784 3.33346 -1.77613
H -2.87733 4.04649 -0.75359
H 26.34225 -12.78466 5.21394


b | 21
Properties=species:S:1:pos:R:3 method="wB97M-V/def2-TZVPD" charge=+1 lumo_energy_ha=-0.13544
O -3.06591 1.82608 -0.29798
C -2.31694 1.07184 -0.85069
C -1.36395 0.16045 -0.02258
C -0.40893 -0.60208 -0.93693
C 1.06601 -0.10755 -0.93407
C 1.92172 -0.85498 0.07148
N 1.33672 -0.69101 1.42559
N -0.74069 1.05134 0.98970
H -2.21878 1.05329 -1.94803
H -2.02458 -0.54764 0.47331
H -0.74198 -0.57749 -1.96309
H -0.36112 -1.64779 -0.66115
H 1.43913 -0.24232 -1.94939
H 1.20470 0.97015 -0.76562
H 2.96494 -0.53813 0.09937
H 1.94763 -1.91315 -0.17892
H 0.82802 -1.53030 1.67453
H 2.09806 -0.63286 2.10132
H 0.23346 1.18390 0.69525
H -1.19351 1.96522 1.07995
H -0.60400 0.60303 1.89793


Pick b: it beats the second-best structure by 5.908 eV.


a | 21
Properties=species:S:1:pos:R:3 method="wB97M-V/def2-TZVPD" charge=+1 lumo_energy_ha=-0.10322
O 0.73469 -1.99240 -0.07552
C 0.01330 -1.13445 0.40857
N -0.89428 -1.35260 1.34333
C -1.78384 -0.38377 1.97691
C 0.18980 0.32440 -0.15656
N 1.09776 0.08960 -1.31805
C 0.45927 0.17101 -2.67354
C 0.79045 1.28473 0.84544
H -0.97105 -2.30238 1.67204
H -1.21653 0.40417 2.48560
H -2.39488 -0.87757 2.71518
H -2.39530 0.15267 1.25715
H -0.77297 0.64963 -0.52293
H 1.43488 -0.88453 -1.16053
H 1.85813 0.75388 -1.25162
H 0.00331 1.14218 -2.82832
H -0.20835 -0.68432 -2.73331
H 1.23343 -0.01092 -3.39450
H 1.54188 0.82843 1.46529
H 1.23790 2.17217 0.40682
H 0.04239 1.65007 1.53854


b | 21
Properties=species:S:1:pos:R:3 method="wB97M-V/def2-TZVPD" charge=+1 lumo_energy_ha=-0.15879
C 0.24957 -0.97211 2.14460
C -1.22695 -0.85480 2.11832
C 2.09341 1.05508 0.14303
C -1.86583 0.49473 -1.58294
C 1.48475 -0.28609 0.09744
N 0.92229 -0.74119 1.08291
N -0.31303 0.65646 -1.83067
O 1.64896 -0.94497 -1.03026
H 0.75429 -1.62103 2.92749
H -1.60754 -1.79179 1.94433
H -1.37131 -0.34380 1.18348
H -1.70373 -0.36708 2.99132
H 2.54504 1.37327 1.12313
H 2.78619 1.24324 -0.74654
H 1.22294 1.75623 -0.14102
H -2.18561 1.35609 -0.98368
H -2.49663 0.37230 -2.45459
H -1.96826 -0.40121 -1.04328
H -0.04590 0.28990 -2.74743
H -0.25656 1.59571 -2.00966
H 1.33390 -1.86896 -1.18600


c | 21
Properties=species:S:1:pos:R:3 method="wB97M-V/def2-TZVPD" charge=+1 lumo_energy_ha=-0.10541
C 1.17973 -0.59502 -0.81440
N 1.48904 0.73848 -0.43329
C 1.87769 0.87461 0.99874
C 0.67868 0.61063 1.98548
O -0.41345 0.37816 1.53095
C -0.31889 -0.99236 -0.61011
N -1.33104 0.01922 -0.93579
C -2.63800 -0.14059 -0.20982
H 1.87010 -1.37564 -0.53346
H 1.31900 -0.52863 -1.90493
H 2.28753 1.17210 -1.01616
H 1.95986 2.03728 1.23775
H 3.00413 0.50646 1.26063
H 0.88297 0.46349 2.99336
H -0.59088 -1.64316 0.46711
H -0.28353 -1.93424 -1.29334
H -1.19370 -0.10226 -1.96886
H -0.92210 1.00202 -0.75169
H -2.49892 0.09593 0.89859
H -3.34555 0.58081 -0.69262
H -3.01266 -1.16729 -0.20815


Pick a: it beats the second-best structure by 2.666 eV.